Here is 3 unconnected molecules or ions with the total composition C38H81IN2O10P3 at a distorted geometry from the Open Molecules 2025 dataset. Energies are from wB97M-V/def2-TZVPD.

HOMO level = -4.42 eV
total charge = -1
total energy = -100122.262 eV
Kohn-Sham gap = 4.35 eV

Atoms and positions in Å:
C (8.989, -6.860, 1.757)
C (9.557, -5.383, 1.265)
C (8.916, -5.060, -0.219)
C (8.311, -3.504, -0.319)
C (6.705, -3.669, -0.601)
C (5.988, -2.277, -1.190)
C (4.694, -2.779, -2.056)
C (3.530, -1.662, -2.310)
C (2.772, -1.151, -0.899)
C (1.744, -2.360, -0.538)
P (0.640, -2.200, 0.990)
O (-0.396, -2.039, 2.427)
I (1.490, 0.033, 1.646)
C (-0.620, -1.269, -0.127)
C (-1.857, -0.534, 0.640)
C (-3.170, -1.537, 0.910)
C (-3.590, -1.648, 2.490)
C (-0.214, -3.904, 0.739)
C (0.718, -5.203, 0.566)
C (0.345, -6.097, -0.799)
N (-0.078, -7.504, -0.352)
C (-1.101, -8.105, -1.294)
C (-2.575, -8.365, -0.580)
C (-3.471, -9.660, -1.108)
C (-4.954, -10.030, -0.505)
C (-5.542, -9.040, 0.686)
C (-4.696, -7.747, 1.312)
C (-3.196, -7.437, 0.642)
O (-2.453, -6.292, 1.196)
C (1.951, -2.895, 2.225)
N (3.359, -2.980, 1.706)
C (4.345, -2.145, 2.495)
H (9.667, -7.343, 2.591)
H (8.911, -7.627, 0.866)
H (7.901, -6.752, 2.218)
H (9.194, -4.608, 2.098)
H (10.729, -5.441, 1.189)
H (8.031, -5.830, -0.434)
H (9.692, -5.209, -1.089)
H (8.809, -2.993, -1.247)
H (8.529, -2.956, 0.708)
H (6.134, -4.075, 0.365)
H (6.522, -4.513, -1.426)
H (5.746, -1.634, -0.244)
H (6.733, -1.691, -1.877)
H (5.111, -3.083, -3.132)
H (4.271, -3.799, -1.605)
H (2.665, -2.204, -2.925)
H (3.877, -0.714, -2.930)
H (2.255, -0.140, -1.262)
H (3.668, -0.990, -0.168)
H (2.356, -3.356, -0.661)
H (0.988, -2.394, -1.468)
H (-0.257, -1.137, 2.848)
H (-1.071, -1.904, -0.995)
H (0.010, -0.403, -0.656)
H (-2.286, 0.262, -0.143)
H (-1.572, 0.106, 1.580)
H (-2.805, -2.622, 0.577)
H (-4.073, -1.279, 0.200)
H (-2.904, -2.476, 2.997)
H (-4.688, -2.115, 2.509)
H (-3.568, -0.617, 3.042)
H (-0.968, -3.908, -0.189)
H (-0.935, -4.115, 1.670)
H (0.483, -5.951, 1.467)
H (1.871, -5.079, 0.547)
H (1.343, -6.192, -1.448)
H (-0.436, -5.571, -1.492)
H (0.777, -8.118, -0.421)
H (-1.330, -7.415, -2.241)
H (-0.710, -9.130, -1.764)
H (-3.019, -10.353, -1.962)
H (-5.597, -10.957, -0.882)
H (-6.618, -9.257, 1.148)
H (-5.131, -7.057, 2.153)
H (-1.715, -6.669, 1.785)
H (1.999, -2.073, 3.094)
H (1.579, -3.866, 2.811)
H (3.630, -3.989, 1.691)
H (4.108, -2.050, 3.641)
H (5.390, -2.720, 2.433)
H (4.514, -1.114, 1.949)
O (-0.741, 3.713, 2.462)
P (-1.618, 4.970, 2.243)
O (-2.834, 4.152, 1.470)
C (-3.669, 3.320, 2.263)
C (-4.553, 4.140, 3.181)
O (-0.748, 5.459, 0.902)
C (0.568, 4.907, 0.725)
C (0.524, 3.547, 0.020)
O (-2.597, 6.375, 1.999)
C (-3.118, 7.090, 3.099)
C (-2.263, 7.076, 4.362)
H (-3.063, 2.618, 2.844)
H (-4.297, 2.739, 1.582)
H (-3.952, 4.627, 3.952)
H (-5.289, 3.510, 3.696)
H (-5.090, 4.905, 2.617)
H (1.094, 4.856, 1.685)
H (1.151, 5.605, 0.114)
H (-0.246, 2.874, 0.407)
H (1.489, 3.035, 0.110)
H (0.295, 3.685, -1.034)
H (-4.119, 6.727, 3.330)
H (-3.255, 8.134, 2.781)
H (-1.842, 6.087, 4.575)
H (-2.870, 7.374, 5.218)
H (-1.434, 7.783, 4.266)
O (-4.936, 9.319, -3.834)
P (-3.872, 8.264, -3.445)
O (-2.581, 9.218, -3.859)
C (-2.272, 10.307, -3.002)
C (-1.726, 9.826, -1.673)
O (-4.041, 7.427, -4.882)
C (-5.237, 7.653, -5.648)
C (-5.111, 8.885, -6.549)
O (-2.682, 7.085, -3.011)
C (-2.554, 6.651, -1.674)
C (-3.840, 6.644, -0.853)
H (-3.157, 10.932, -2.848)
H (-1.515, 10.916, -3.504)
H (-2.509, 9.326, -1.099)
H (-1.364, 10.663, -1.062)
H (-0.900, 9.128, -1.825)
H (-6.108, 7.714, -4.986)
H (-5.412, 6.772, -6.273)
H (-4.673, 9.754, -6.050)
H (-6.094, 9.184, -6.933)
H (-4.456, 8.663, -7.389)
H (-1.798, 7.249, -1.167)
H (-2.148, 5.628, -1.696)
H (-4.451, 7.538, -1.022)
H (-3.595, 6.600, 0.208)
H (-4.445, 5.769, -1.105)

Here is CH3Cl2OPS in the gas phase at a distorted geometry from the Open Molecules 2025 dataset. Energies are from wB97M-V/def2-TZVPD.

ΔE to the lowest compared entry with this formula, charge and spin = 465.4 kJ/mol
HOMO level (spin up / spin down) = -8.45 / -8.52 eV
total energy = -48299.829 eV
Kohn-Sham gap (spin up / spin down) = 6.69 / 7.77 eV

Atoms and positions in Å:
C (-2.585, -1.201, 0.182)
O (2.753, 1.630, -0.146)
P (1.517, 0.639, 0.354)
S (0.287, 0.845, -1.283)
Cl (-1.670, 0.242, 0.155)
Cl (2.252, -1.255, 0.336)
H (-2.386, -2.131, 0.835)
H (-3.250, -1.208, -0.640)
H (3.082, 2.440, 0.207)